No. 1
Molecular formula: C22H58GaIN5O5S
Method: DFT, ωB97M-V/def2-TZVPD

Summary:
Total charge: -1
HOMO energy (eV): -4.53

Last column: Löwdin charge in e.
Positions of all 93 atoms, in Å:
N 0.311 -0.432 -0.712  -0.093
C -0.571 -1.377 -1.466  -0.352
Ga 0.159 -3.246 -1.818  0.412
C 1.224 -3.180 -3.547  -0.323
C 2.749 -3.066 -3.438  -0.353
C 3.507 -4.366 -3.094  -0.582
S 2.707 -5.956 -3.442  0.670
C 1.355 -3.576 -0.121  -0.260
C 1.391 -4.954 0.355  -0.859
O 0.530 -5.721 0.581  -0.036
I 3.468 -5.701 0.819  0.636
H 0.511 -0.817 0.207  0.039
H 1.207 -0.356 -1.187  0.050
H -0.789 -0.898 -2.434  0.033
H -1.524 -1.411 -0.922  0.030
H -1.045 -4.317 -1.882  -0.051
H 0.852 -2.258 -4.023  0.037
H 0.957 -4.002 -4.222  0.015
H 3.196 -2.647 -4.355  0.089
H 2.995 -2.355 -2.637  0.073
H 3.833 -4.358 -2.051  0.007
H 4.420 -4.453 -3.704  0.052
H 1.671 -5.795 -2.607  -0.160
H 2.350 -3.135 -0.201  0.017
H 0.780 -3.036 0.650  0.068
C -1.823 3.478 2.143  -0.076
C -0.766 2.715 1.346  -0.441
C 0.522 3.515 1.101  -0.205
O 0.419 4.510 0.100  -0.188
C -0.165 5.726 0.505  -0.125
N -1.368 2.199 0.123  0.046
H -2.333 4.207 1.512  0.050
H -2.576 2.781 2.511  0.071
H -1.389 4.003 2.997  0.072
H -0.462 1.848 1.943  0.133
H 1.288 2.824 0.743  0.120
H 0.879 3.966 2.039  0.114
H 0.150 6.013 1.515  0.087
H -1.254 5.673 0.462  0.048
H 0.169 6.492 -0.196  0.081
H -0.720 1.541 -0.316  0.034
H -1.507 2.974 -0.520  0.058
C -2.361 7.128 -2.636  -0.066
C -3.511 6.138 -2.485  -0.431
C -4.894 6.742 -2.745  -0.207
O -5.385 7.571 -1.707  -0.187
C -4.941 8.910 -1.731  -0.114
N -3.402 5.486 -1.182  0.050
H -2.297 7.791 -1.771  0.064
H -1.417 6.588 -2.701  0.076
H -2.474 7.741 -3.532  0.077
H -3.379 5.358 -3.243  0.139
H -5.616 5.927 -2.830  0.122
H -4.897 7.295 -3.695  0.118
H -4.832 9.271 -2.760  0.088
H -3.987 9.045 -1.215  0.074
H -5.697 9.511 -1.227  0.085
H -4.059 4.716 -1.111  0.082
H -3.689 6.148 -0.466  0.075
C -3.841 -3.251 2.780  -0.073
C -3.116 -4.234 1.866  -0.432
C -3.802 -5.597 1.749  -0.199
O -3.666 -6.439 2.884  -0.185
C -4.580 -6.206 3.928  -0.125
N -1.715 -4.326 2.266  0.060
H -3.666 -3.487 3.832  0.061
H -3.466 -2.243 2.606  0.074
H -4.919 -3.255 2.602  0.073
H -3.123 -3.815 0.854  0.137
H -3.339 -6.142 0.924  0.126
H -4.870 -5.470 1.517  0.116
H -5.562 -5.912 3.537  0.086
H -4.241 -5.430 4.620  0.072
H -4.689 -7.139 4.481  0.083
H -1.206 -4.875 1.577  0.044
H -1.655 -4.865 3.126  0.073
C 4.757 -1.961 1.838  -0.075
C 5.687 -2.231 0.664  -0.448
C 7.123 -1.741 0.866  -0.205
O 7.300 -0.339 0.760  -0.191
C 7.004 0.400 1.924  -0.117
N 5.062 -1.706 -0.549  0.056
H 4.440 -0.917 1.864  0.067
H 3.863 -2.574 1.722  0.036
H 5.221 -2.210 2.794  0.080
H 5.752 -3.318 0.544  0.098
H 7.750 -2.171 0.081  0.120
H 7.509 -2.090 1.834  0.118
H 7.284 -0.157 2.826  0.087
H 5.946 0.662 1.996  0.074
H 7.589 1.319 1.883  0.083
H 5.571 -2.010 -1.373  0.076
H 5.126 -0.692 -0.541  0.074

=====

No. 2
Molecular formula: C9H10ClN
Method: DFT, ωB97M-V/def2-TZVPD

Summary:
SMILES: C/N=C1/C=CC=CC1.C#CCl
HOMO energy (eV): -7.88
Relative energy (zero: lowest compared OMol25 entry of this formula, charge and spin) (kJ/mol): 429.63

Last column: Löwdin charge in e.
Positions of all 21 atoms, in Å:
C -1.152 1.899 1.334  -0.124
N -1.004 1.614 -0.059  0.033
C -0.191 0.720 -0.549  -0.327
C -0.017 0.717 -1.978  -0.031
C 0.904 -0.140 -2.598  -0.075
C 1.682 -1.056 -1.823  -0.100
C 1.552 -1.112 -0.444  -0.073
C 0.736 -0.119 0.320  -0.137
H -2.119 1.878 1.654  0.051
H -0.573 1.335 1.977  0.047
H -0.795 2.842 1.410  0.055
H -0.601 1.463 -2.576  0.123
H 1.047 0.035 -3.601  0.068
H 2.507 -1.681 -2.204  0.103
H 1.868 -1.901 0.262  0.109
H 1.435 0.669 0.734  0.155
H 0.273 -0.502 1.177  0.081
C -2.933 -1.226 1.086  0.016
C -2.789 -1.477 -0.063  -0.671
Cl -2.597 -1.987 -1.665  0.663
H -3.326 -0.831 1.993  0.034

=====

No. 3
Molecular formula: C48H70As2CsN3P3Si
Method: DFT, ωB97M-V/def2-TZVPD

Summary:
Total charge: -1
HOMO energy (eV): -2.98
Relative energy (zero: lowest compared OMol25 entry of this formula, charge and spin) (kJ/mol): 151.10

Last column: Löwdin charge in e.
Positions of all 128 atoms, in Å:
Cs -0.478 -1.118 0.011  0.844
C 4.972 -0.536 1.045  -0.113
C 3.513 -0.795 0.677  -0.535
C 2.689 -0.973 1.968  -0.162
P 2.518 0.394 -0.379  0.983
C 3.354 0.458 -2.043  -0.545
C 4.761 1.022 -2.218  -0.119
C 2.398 1.221 -2.974  -0.138
C 2.843 2.014 0.437  -0.362
C 4.127 2.544 0.640  -0.116
C 4.309 3.709 1.367  -0.099
C 3.203 4.358 1.909  -0.096
C 1.928 3.860 1.684  -0.094
C 1.703 2.695 0.925  -0.301
Si -0.060 2.006 0.406  0.466
C -0.370 3.130 -1.154  -0.313
C 0.515 4.058 -1.724  -0.113
C 0.271 4.635 -2.967  -0.103
C -0.867 4.289 -3.683  -0.104
C -1.772 3.384 -3.139  -0.118
C -1.551 2.816 -1.884  -0.359
P -2.662 1.616 -1.014  1.045
C -2.671 0.107 -2.113  -0.604
C -3.841 -0.795 -1.702  -0.133
C -2.598 0.260 -3.631  -0.106
C -4.404 2.294 -1.165  -0.540
C -4.584 3.350 -0.065  -0.134
C -4.961 2.841 -2.479  -0.120
C -1.126 2.968 1.715  -0.333
C -1.611 4.280 1.591  -0.120
C -2.373 4.874 2.587  -0.102
C -2.682 4.160 3.741  -0.099
C -2.226 2.857 3.886  -0.112
C -1.450 2.254 2.889  -0.371
P -0.774 0.534 2.946  0.983
C -2.316 -0.514 2.767  -0.589
C -3.607 -0.030 3.422  -0.102
C -1.993 -1.960 3.163  -0.132
C -0.176 0.312 4.707  -0.549
C -1.112 0.214 5.912  -0.117
C 0.898 1.383 4.952  -0.128
H 5.353 -1.391 1.617  0.073
H 5.064 0.345 1.682  0.068
H 5.620 -0.408 0.178  0.052
H 3.465 -1.729 0.100  0.081
H 2.501 -0.009 2.449  0.061
H 3.213 -1.617 2.681  0.075
H 1.729 -1.430 1.742  -0.027
H 3.358 -0.600 -2.340  0.088
H 4.780 2.088 -1.982  0.070
H 5.066 0.912 -3.265  0.075
H 5.510 0.520 -1.605  0.050
H 2.361 2.279 -2.698  0.067
H 1.376 0.844 -2.916  0.053
H 2.731 1.158 -4.015  0.077
H 4.997 2.042 0.237  0.078
H 5.306 4.102 1.521  0.093
H 3.339 5.260 2.495  0.094
H 1.079 4.397 2.095  0.091
H 1.421 4.328 -1.186  0.094
H 0.976 5.346 -3.385  0.094
H -1.049 4.714 -4.663  0.091
H -2.639 3.110 -3.723  0.080
H -1.753 -0.404 -1.810  -0.084
H -4.766 -0.470 -2.185  0.077
H -4.007 -0.782 -0.618  0.068
H -3.647 -1.831 -1.988  0.065
H -3.491 0.739 -4.036  0.060
H -2.524 -0.731 -4.095  0.068
H -1.729 0.841 -3.942  0.062
H -5.001 1.424 -0.882  0.085
H -3.981 4.239 -0.283  0.074
H -4.271 2.982 0.914  0.058
H -5.631 3.665 -0.002  0.073
H -4.461 3.768 -2.760  0.065
H -6.025 3.072 -2.350  0.073
H -4.878 2.137 -3.309  0.053
H -1.380 4.844 0.689  0.100
H -2.733 5.891 2.468  0.096
H -3.290 4.610 4.517  0.093
H -2.503 2.307 4.775  0.079
H -2.490 -0.487 1.686  0.016
H -3.526 0.002 4.510  0.061
H -4.422 -0.718 3.170  0.082
H -3.887 0.964 3.073  0.063
H -1.883 -2.044 4.246  0.066
H -1.061 -2.309 2.705  0.037
H -2.793 -2.634 2.846  0.076
H 0.345 -0.648 4.630  0.090
H -1.575 1.172 6.151  0.060
H -0.532 -0.086 6.792  0.075
H -1.902 -0.524 5.777  0.047
H 0.431 2.355 5.134  0.074
H 1.565 1.503 4.094  0.055
H 1.507 1.129 5.826  0.074
C 2.385 -4.452 1.701  -0.323
As 1.114 -3.936 0.292  1.067
C 0.146 -5.643 0.290  -0.296
C 2.222 -4.342 -1.296  -0.410
C 3.300 -5.226 -1.202  -0.115
C 4.052 -5.569 -2.316  -0.092
C 3.724 -5.038 -3.556  -0.093
C 2.655 -4.163 -3.663  -0.120
C 1.899 -3.794 -2.546  -0.408
As 0.394 -2.524 -2.750  1.066
C -0.832 -3.763 -3.649  -0.299
C 0.988 -1.646 -4.410  -0.323
H 2.616 -5.517 1.680  0.015
H 1.913 -4.216 2.654  0.021
H 3.306 -3.874 1.624  0.015
H 0.853 -6.470 0.299  0.023
H -0.481 -5.701 -0.597  0.013
H -0.498 -5.699 1.168  0.028
H 3.563 -5.654 -0.243  0.082
H 4.887 -6.251 -2.216  0.097
H 4.298 -5.302 -4.436  0.098
H 2.409 -3.753 -4.635  0.083
H -0.298 -4.337 -4.406  0.022
H -1.627 -3.186 -4.122  0.016
H -1.278 -4.423 -2.909  0.001
H 0.896 -2.298 -5.277  0.020
H 2.018 -1.306 -4.316  0.011
H 0.356 -0.772 -4.560  0.007
N -4.166 -6.617 1.146  0.053
C -3.875 -5.542 0.808  -0.443
N -3.636 -4.294 0.465  0.050
C -2.593 -3.829 -0.130  -0.423
N -1.706 -3.273 -0.663  -0.206

=====

No. 4
Molecular formula: H3N2P
Method: DFT, ωB97M-V/def2-TZVPD

Summary:
SMILES: N#P.N
HOMO energy (eV): -10.43
Relative energy (zero: lowest compared OMol25 entry of this formula, charge and spin) (kJ/mol): 111.48

Last column: Löwdin charge in e.
Positions of all 6 atoms, in Å:
N -0.867 -1.717 -2.872  -0.564
P -1.106 -0.481 -2.182  0.590
N 0.637 0.436 1.069  -0.004
H -0.386 0.341 0.861  -0.004
H 0.890 1.372 1.122  -0.035
H 0.831 0.050 2.001  0.016

=====

No. 5
Molecular formula: C30H34BrF4MoN8O4PS
Method: DFT, ωB97M-V/def2-TZVPD

Summary:
Total charge: +4
HOMO energy (alpha / beta) (eV): -19.57 / -19.57
Multiplicity: 3
Relative energy (zero: lowest compared OMol25 entry of this formula, charge and spin) (kJ/mol): 0.00

Last column: Löwdin charge in e.
Positions of all 84 atoms, in Å:
Mo 0.198 0.776 0.381  1.413
F 3.412 7.371 -0.300  0.231
C 3.187 6.088 -0.309  -0.095
C 4.205 5.204 -0.634  -0.107
F 5.396 5.653 -0.932  0.216
C 3.950 3.840 -0.635  -0.197
F 4.939 3.016 -0.942  0.156
C 2.691 3.339 -0.326  -0.321
P 2.412 1.579 -0.332  0.974
C 3.283 0.813 1.024  -0.367
C 4.342 -0.085 0.842  -0.043
C 5.056 -0.514 1.948  -0.002
C 4.715 -0.072 3.224  0.010
C 3.660 0.820 3.410  -0.033
C 2.945 1.268 2.314  -0.124
C 2.783 0.880 -1.924  -0.363
C 2.903 -0.516 -2.060  -0.127
C 3.227 -1.054 -3.291  -0.032
C 3.408 -0.215 -4.391  0.005
C 3.255 1.161 -4.266  -0.010
C 2.933 1.715 -3.038  -0.052
C 1.698 4.251 0.014  -0.530
Br -0.017 3.651 0.572  0.957
C 1.921 5.606 0.026  -0.237
F 0.969 6.452 0.365  0.143
H 4.638 -0.410 -0.144  0.114
H 5.895 -1.185 1.813  0.138
H 5.293 -0.403 4.078  0.139
H 3.429 1.186 4.403  0.128
H 2.178 2.026 2.449  0.089
H 2.794 -1.168 -1.202  0.096
H 3.363 -2.124 -3.399  0.129
H 3.677 -0.639 -5.351  0.137
H 3.403 1.804 -5.123  0.136
H 2.823 2.788 -2.948  0.119
C -4.179 1.788 -1.203  0.032
N -3.928 1.748 0.255  -0.079
C -5.086 1.990 1.148  0.034
C -2.733 1.485 0.714  -0.393
N -1.733 1.057 -0.075  -0.061
N -2.516 1.663 2.074  0.192
C -1.492 1.187 2.859  -0.419
N -1.684 1.221 4.161  0.261
N -0.358 0.737 2.325  -0.030
H -5.045 2.418 -1.380  0.118
H -4.389 0.787 -1.583  0.113
H -3.333 2.234 -1.723  0.104
H -5.992 1.800 0.581  0.117
H -5.112 3.027 1.489  0.123
H -5.077 1.295 1.987  0.107
H -2.073 0.778 -0.990  0.069
H -3.273 2.113 2.568  0.152
H -2.552 1.528 4.580  0.159
H -0.962 0.942 4.811  0.158
H 0.283 0.357 3.015  0.098
C -5.347 -3.559 1.176  -0.087
C -4.750 -3.753 -0.215  -0.275
S -3.071 -3.191 -0.237  0.694
O -3.031 -1.742 -0.442  -0.360
O -2.349 -3.716 0.899  -0.272
C -2.378 -3.930 -1.712  -0.175
C -0.871 -4.165 -1.603  -0.064
N -0.185 -3.171 -0.728  0.080
C -0.098 -1.880 -0.999  -0.319
N 0.373 -1.221 0.095  -0.095
C 0.621 -2.177 1.085  0.000
C 0.275 -3.360 0.573  -0.118
N 0.343 -4.624 1.296  -0.320
O 0.636 -4.509 2.461  0.159
O 0.087 -5.636 0.691  0.151
C -0.423 -1.243 -2.300  0.031
H -6.393 -3.855 1.141  0.101
H -5.302 -2.517 1.495  0.075
H -4.840 -4.179 1.911  0.089
H -5.265 -3.183 -0.991  0.118
H -4.715 -4.806 -0.502  0.119
H -2.658 -3.278 -2.540  0.113
H -2.856 -4.898 -1.856  0.128
H -0.414 -4.120 -2.590  0.147
H -0.659 -5.136 -1.178  0.122
H 1.022 -1.964 2.060  0.135
H -0.036 -1.833 -3.132  0.117
H 0.056 -0.264 -2.377  0.074
H -1.503 -1.144 -2.413  0.089

=====

| no. | DFT total energy (Eh) |
| --- | --- |
| 1 | -4143.618882 |
| 2 | -863.712423 |
| 3 | -7840.531386 |
| 4 | -452.615857 |
| 5 | -5682.305129 |